DFT (ωB97M-V/def2-TZVPD) results for an isolated ion of composition C7H17NP and charge +1.

```
26
Properties=species:S:1:pos:R:3:forces:R:3
C -0.5261 1.3137 -0.4189 2.17 1.72 0.35
C 0.9260 0.9006 -1.0173 -1.27 -0.77 1.35
C -1.4727 0.2164 -0.2098 -0.39 -1.49 2.99
C 1.2991 -0.4793 -0.6589 0.03 0.72 0.70
C -2.8471 0.7851 0.2459 0.66 1.42 -1.17
C -1.8502 -2.0179 0.5353 -3.35 0.03 -0.04
C 3.8908 0.4382 0.5566 -4.17 0.32 1.44
N -1.0375 -0.8758 0.7444 1.77 1.38 -1.97
P 2.7237 -0.9720 0.2437 0.29 0.83 0.28
H -0.4120 2.1095 0.4177 0.06 -1.83 -0.83
H -1.0456 1.9014 -1.1291 -0.10 0.78 -1.21
H 0.9260 0.8175 -2.1382 -0.04 0.55 0.70
H 1.6735 1.5298 -0.5789 0.40 0.90 -0.62
H -1.4759 -0.4356 -1.0648 -0.73 0.60 -1.20
H 0.4824 -1.1646 -0.7546 0.14 -1.06 -0.69
H -2.9033 0.8879 1.3376 -0.11 -0.50 -0.33
H -3.6043 0.1902 -0.2273 -0.75 -0.27 0.43
H -2.9947 1.8354 -0.1439 0.18 -1.08 0.25
H -1.5675 -2.9709 0.9751 0.46 0.22 0.05
H -2.9022 -1.7516 0.9401 1.22 -0.88 -0.46
H -2.0471 -2.1293 -0.5729 0.51 -0.25 1.14
H 4.1310 1.0505 -0.2510 0.01 1.04 -1.58
H 4.8014 0.0660 0.9061 1.15 -0.68 1.27
H 3.2102 1.0124 1.3145 2.04 -0.60 -0.94
H -0.7773 -0.5902 1.6603 -0.32 0.06 0.82
H 3.3992 -1.6675 -0.7116 0.11 -1.16 -0.74
```
Forces are in eV/Å.

Kohn-Sham gap in eV: 6.6
Multiplicity: 1
Net charge: +1
ΔE to the lowest compared entry with this formula, charge and spin in kcal per mole: 55.76

These are the Löwdin partial charges, in e, on atoms 1 to 4:
1. C -0.134
2. C -0.155
3. C -0.416
4. C -0.221

DFT (ωB97M-V/def2-TZVPD) results for one molecule with the formula C29H25N5O2.

```
61
Properties=species:S:1:pos:R:3:forces:R:3
C 3.1951 1.7038 -2.3029 0.07 0.09 -0.27
O 2.9724 1.2327 -0.9952 -0.17 -0.14 0.38
C 1.7572 0.7038 -0.6875 -0.21 -0.09 0.27
C 0.6855 0.6153 -1.5693 0.22 0.11 -0.16
C -0.5099 0.0579 -1.1573 0.07 -0.13 0.22
C -0.6647 -0.4119 0.1378 0.12 -0.18 0.00
C -1.9801 -1.0241 0.5575 0.33 -0.23 0.28
N -2.1851 -2.2269 -0.2200 0.22 0.03 -0.14
C -3.4241 -2.8209 -0.1662 -0.40 0.04 0.04
C -3.6079 -4.1832 -0.3911 0.04 -0.05 0.00
C -4.8793 -4.7218 -0.3639 0.10 0.04 0.01
C -5.9845 -3.9184 -0.1169 -0.17 0.02 0.01
C -5.8121 -2.5630 0.0820 0.10 -0.01 0.01
C -4.5394 -2.0042 0.0575 0.03 -0.33 0.03
C -4.3770 -0.5414 0.1696 -0.11 0.09 0.04
O -5.3136 0.2324 0.1196 -0.13 -0.07 0.01
N -3.0792 -0.1049 0.2976 0.10 0.04 -0.19
C -2.8203 1.2847 0.3890 -0.17 0.52 0.13
C -3.2975 2.1420 -0.5943 0.06 -0.08 0.08
C -3.0379 3.4965 -0.5178 0.06 -0.04 0.04
C -2.2907 4.0263 0.5266 0.06 -0.02 0.02
C -2.0236 5.4987 0.6095 -0.08 -0.01 0.05
C -1.8224 3.1611 1.5066 0.00 0.09 -0.06
C -2.0880 1.8065 1.4484 -0.25 -0.11 -0.09
C 0.4081 -0.3359 1.0129 -0.10 0.07 -0.26
C 1.6103 0.2215 0.6212 0.21 0.22 -0.09
C 2.7885 0.2500 1.5620 -0.51 0.10 -0.06
N 3.6974 -0.8190 1.2387 0.94 -0.07 -0.24
N 3.3719 -2.0946 1.4801 -0.95 0.08 0.51
N 4.2756 -2.8779 1.0589 0.20 -0.79 -0.06
C 5.2714 -2.1371 0.4956 -0.08 1.29 -0.05
C 6.4789 -2.4972 -0.1031 -0.06 0.02 0.03
C 7.2729 -1.4792 -0.5729 0.14 -0.24 -0.07
C 6.8973 -0.1317 -0.4576 -0.09 0.18 0.06
C 5.7141 0.2487 0.1309 0.06 0.21 -0.05
C 4.8990 -0.7732 0.6040 0.27 -0.91 -0.03
H 4.2270 2.0512 -2.3175 -0.07 -0.01 -0.05
H 2.5277 2.5353 -2.5491 0.02 -0.04 0.01
H 3.0752 0.9056 -3.0414 -0.01 0.03 0.03
H 0.7739 0.9748 -2.5815 0.03 0.06 -0.10
H -1.3345 -0.0123 -1.8495 -0.11 0.01 -0.08
H -1.9484 -1.2643 1.6450 0.03 0.09 -0.30
H -1.3879 -2.8459 -0.2483 -0.06 0.07 0.06
H -2.7480 -4.8096 -0.5814 0.08 -0.08 -0.02
H -5.0105 -5.7810 -0.5311 0.00 -0.08 -0.01
H -6.9727 -4.3508 -0.0912 -0.08 -0.03 0.00
H -6.6512 -1.9057 0.2520 -0.06 0.06 0.00
H -3.8800 1.7439 -1.4096 -0.05 -0.05 -0.06
H -3.4176 4.1537 -1.2869 -0.03 0.07 -0.09
H -1.9575 5.9377 -0.3835 0.03 0.08 -0.04
H -2.8365 5.9938 1.1416 -0.01 0.11 0.02
H -1.0994 5.6971 1.1473 0.06 0.07 0.01
H -1.2486 3.5530 2.3345 0.07 0.05 0.08
H -1.7303 1.1578 2.2330 0.03 -0.08 0.07
H 0.3133 -0.7196 2.0182 -0.03 -0.04 0.16
H 3.3291 1.1940 1.4712 0.00 -0.14 0.11
H 2.4472 0.1112 2.5911 0.09 0.09 -0.10
H 6.7632 -3.5336 -0.1839 0.06 -0.12 -0.02
H 8.2164 -1.7126 -1.0436 0.06 -0.04 -0.03
H 7.5643 0.6259 -0.8422 0.04 0.07 -0.02
H 5.4272 1.2849 0.2166 0.00 0.11 -0.02
```
Forces are in eV/Å.

Kohn-Sham gap in eV: 8.6
Multiplicity: 1
ΔE to the lowest compared entry with this formula, charge and spin in kcal per mole: 0.00
SMILES: COc1ccc([C@@H]2Nc3ccccc3C(=O)N2c2ccc(C)cc2)cc1Cn1nnc2ccccc21

These are the Löwdin partial charges, in e, on atoms 1 to 4:
1. C -0.069
2. O -0.096
3. C -0.214
4. C 0.013

DFT (ωB97M-V/def2-TZVPD) results for C18H30NO2P2Zn as an isolated structure.

```
54
Properties=species:S:1:pos:R:3:forces:R:3
Zn 0.1285 -0.2720 0.0763 0.38 1.04 1.23
P -2.1607 -0.1460 -0.2681 -0.20 -0.47 -1.08
C -2.0481 0.2451 -2.0889 -0.26 0.28 0.73
C -0.7514 0.9177 -2.4714 0.53 -0.37 -0.17
N 0.3449 0.6357 -1.7408 0.35 -0.01 -0.21
C 1.5804 1.0378 -2.0997 -0.38 0.33 -0.40
C 1.7412 1.8000 -3.2510 0.28 -0.15 0.10
C 0.6300 2.0845 -4.0388 0.09 -0.08 0.14
C -0.6264 1.6287 -3.6503 0.12 0.17 -0.09
C 2.7861 0.6697 -1.2374 -0.20 0.26 0.09
P 2.4260 -0.7670 -0.1450 0.03 -0.75 -0.62
H -1.5096 1.7712 -4.2579 0.10 0.18 -0.07
H 2.7552 2.1214 -3.5024 -0.46 0.00 -0.15
H 0.7590 2.6347 -4.9635 -0.08 -0.01 0.06
H 3.6630 0.4232 -1.8654 -0.44 0.20 0.18
H 3.0732 1.5338 -0.6071 -0.21 -0.34 -0.24
H -2.0025 -0.7516 -2.5507 -0.12 0.31 -0.07
H -2.9326 0.7805 -2.4810 0.42 -0.17 0.23
H -1.1578 -2.7035 -2.6690 0.44 0.17 0.02
O -1.3422 -2.2417 -3.5030 -0.43 -0.71 0.14
H -2.1737 -2.6627 -3.7602 0.10 0.13 -0.41
H -0.2611 -2.8744 -0.1050 0.12 -0.64 -0.67
O -0.2395 -3.1257 -1.0502 0.24 -0.48 0.28
H 0.2191 -3.9898 -1.1534 -0.43 0.85 0.45
C 2.9075 -2.1541 -1.2318 0.31 -0.10 0.12
H 3.9392 -1.9932 -1.5860 -0.35 -0.29 0.03
H 2.8466 -3.0845 -0.6424 0.12 0.28 -0.33
H 2.2110 -2.2268 -2.0823 0.28 0.09 0.32
C 3.7173 -0.6962 1.1303 -0.05 -0.04 0.19
H 3.6329 -1.6021 1.7471 0.12 0.27 -0.14
H 4.7180 -0.6483 0.6739 -0.33 -0.02 0.16
H 3.5561 0.1768 1.7778 0.05 -0.24 -0.18
C -2.9861 1.2485 0.5399 0.03 -0.04 0.21
H -4.0030 1.3618 0.1438 0.22 0.00 0.10
H -3.0204 1.0317 1.6161 -0.04 0.16 -0.21
H -2.4151 2.1710 0.3893 -0.14 -0.20 0.02
C -3.3520 -1.5135 -0.1824 -0.22 -0.04 -0.02
H -3.5748 -1.6596 0.8846 -0.10 -0.07 -0.33
H -4.2725 -1.2564 -0.7301 0.23 -0.20 0.27
H -2.9147 -2.4429 -0.5841 -0.18 0.43 0.13
C 0.3750 1.2803 1.3960 0.15 -0.68 -1.50
C -0.0454 1.0219 2.7898 -0.15 0.03 0.65
C -0.6374 -0.1779 3.2525 0.32 0.99 0.01
C -1.0330 -0.2832 4.5883 -0.01 0.13 0.31
C -0.8205 0.7760 5.4876 -0.04 -0.11 -0.43
C -0.2124 1.9537 5.0211 -0.28 -0.31 0.41
C 0.1653 2.0695 3.6929 -0.31 -0.36 0.40
H -0.2204 2.0750 0.9082 0.35 0.05 0.46
H 1.4371 1.5726 1.3450 -0.32 0.28 0.17
H -0.7861 -1.0100 2.5567 0.00 0.19 0.23
H -1.5217 -1.1991 4.9304 0.20 0.28 -0.03
H -1.1454 0.6864 6.5334 0.21 0.05 -0.56
H -0.0616 2.7881 5.7023 0.01 -0.16 -0.07
H 0.6154 2.9850 3.3161 -0.06 -0.11 0.14
```
Forces are in eV/Å.

Kohn-Sham gap in eV: 7.6
Multiplicity: 1
Net charge: +1

These are the Löwdin partial charges, in e, on atoms 1 to 4:
1. Zn 0.399
2. P 0.850
3. C -0.249
4. C -0.292

DFT (ωB97M-V/def2-TZVPD) results for a 2-piece molecular cluster, C8H13NO2 overall.

```
24
Properties=species:S:1:pos:R:3:forces:R:3
C -1.4622 1.1106 -2.2576 -0.06 0.11 0.12
C -0.9646 -0.1246 -2.7201 0.11 -0.16 -0.05
C -1.2340 1.1618 -0.9111 -0.22 0.50 0.02
C -0.4475 -0.7857 -1.6416 0.07 -0.45 -0.31
C 3.0016 0.8489 -0.6167 0.00 -0.03 -0.04
C 1.0436 -1.8287 2.0168 0.51 -0.78 1.27
C -2.0508 0.0338 2.2003 -0.32 -0.17 0.03
C -0.2146 -0.3127 0.7567 -0.57 0.81 0.64
N -0.6165 0.0008 -0.5342 0.13 -0.24 0.28
O 0.5898 -1.3064 0.9072 -0.34 0.53 -1.01
O -0.7206 0.3897 1.8096 0.83 -0.53 -0.82
H -1.9327 1.8714 -2.8473 -0.09 0.18 -0.06
H -0.9894 -0.4837 -3.7306 0.04 -0.11 -0.13
H -1.4437 1.9298 -0.1944 -0.01 0.10 0.15
H 0.0121 -1.7523 -1.5638 0.06 -0.07 0.03
H 4.0256 0.9473 -0.9554 0.17 0.03 -0.04
H 2.8071 1.5683 0.1674 -0.03 0.16 0.17
H 2.3286 1.0270 -1.4456 -0.15 0.04 -0.17
H 1.7898 -2.5866 1.8876 0.04 -0.07 -0.18
H 0.7862 -1.4350 2.9813 -0.19 0.30 -0.01
H 2.8429 -0.1512 -0.2349 -0.02 -0.20 0.09
H -2.7414 0.1339 1.3588 0.06 0.03 0.04
H -2.3214 0.7335 2.9869 -0.05 -0.05 0.00
H -2.0882 -0.9900 2.5807 0.04 0.06 0.00
```
Forces are in eV/Å.

Kohn-Sham gap (spin up / spin down) in eV: 7.9 / 7.2
Multiplicity: 1
ΔE to the lowest compared entry with this formula, charge and spin in kcal per mole: 109.12

These are the Löwdin partial charges, in e, on atoms 1 to 4:
1. C -0.091
2. C -0.091
3. C -0.083
4. C -0.077

Respective total energy values: -18303.415, -42024.549, -91728.877, -14087.580 eV.